#one
The following is a DFT calculation (ωB97M-V/def2-TZVPD) of 2 unconnected molecules or ions with the total composition C5H12N.

For the orbital gap, the calculation gives 0.31569 Eh. As for the charge: +1. The calculation puts the HOMO energy at -13.75 eV. The spin multiplicity is 1.

Cartesian coordinates (Å):
C1 0.9479 2.1608 -0.6229
C2 1.0736 0.6820 -0.4056
C3 0.2281 -0.2194 -0.9193
C4 0.4575 -1.7052 -0.9262
H1 0.4325 2.3357 -1.5675
H2 0.3466 2.6461 0.1464
H3 1.9273 2.6319 -0.6814
H4 2.0371 0.2808 -0.0943
H5 -0.5615 0.1095 -1.5911
H6 0.9816 -2.0502 -0.0354
H7 -0.4741 -2.2572 -1.0357
H8 1.0874 -1.9718 -1.7776
C5 -2.0089 -0.4916 1.4621
N1 -0.7916 -0.3091 1.7734
H9 -2.3974 0.0046 0.5787
H10 -2.6610 -1.0805 2.0927
H11 -0.5036 -0.7272 2.6510
H12 -0.1214 -0.0393 0.9526

***

#two
The following is a DFT calculation (ωB97M-V/def2-TZVPD) of a gas-phase ion, C5H12N (charge +1).

For the orbital gap, the calculation gives 0.35962 Eh. As for the charge: +1. The calculation puts the HOMO energy at -13.30 eV. The spin multiplicity is 1. As for the structure (SMILES): C/C=C/CC[NH3+].

Cartesian coordinates (Å):
C1 2.5359 -0.1093 -0.0790
C2 1.1116 -0.3059 -0.5159
C3 0.3166 0.6977 -0.8993
C4 -1.2003 0.6187 -0.9190
C5 -1.8321 -0.3052 0.1268
N1 -1.0392 -0.3186 1.4386
H1 2.5639 0.4049 0.8841
H2 3.0981 -1.0371 0.0105
H3 3.1105 0.5508 -0.7356
H4 0.7809 -1.3417 -0.5888
H5 0.7790 1.5835 -1.3136
H6 -1.4981 0.1637 -1.8652
H7 -1.5866 1.6299 -0.8082
H8 -2.8380 -0.0429 0.4217
H9 -1.8050 -1.3194 -0.2665
H10 -1.6044 -0.5560 2.2512
H11 -0.2371 -0.9330 1.3022
H12 -0.6556 0.6201 1.5560

***

Quick look at relative energies in hartree: #one 0.0273; #two 0.0000.

***

#one
The following is a DFT calculation (ωB97M-V/def2-TZVPD) of a gas-phase ion, C5H12N (charge +1).

For the orbital gap, the calculation gives 0.34346 Eh. As for the charge: +1. The calculation puts the HOMO energy at -15.00 eV. The spin multiplicity is 1. As for the structure (SMILES): C=[NH+]CCCC.

Cartesian coordinates (Å):
C1 1.8806 -0.9179 -1.9349
N1 0.8322 -1.0511 -1.1432
C2 0.8082 -0.8508 0.2878
C3 -0.6776 -0.6937 0.7394
C4 -1.3084 0.6153 0.2020
C5 -0.8054 1.8874 0.9353
H1 1.9051 -1.0384 -2.9677
H2 2.8887 -0.5455 -1.5826
H3 -0.0831 -1.3180 -1.5358
H4 1.3804 0.0367 0.6385
H5 0.9769 -1.7076 0.9904
H6 -0.7704 -0.6130 1.8325
H7 -1.3488 -1.5361 0.4080
H8 -2.3497 0.4801 0.4189
H9 -1.0746 0.7722 -0.8567
H10 -1.5371 2.6945 0.8649
H11 -0.8666 1.6512 1.9999
H12 0.1496 2.1348 0.7032

***

#two
The following is a DFT calculation (ωB97M-V/def2-TZVPD) of a gas-phase ion, C5H12N (charge +1).

For the orbital gap, the calculation gives 0.36517 Eh. As for the charge: +1. The calculation puts the HOMO energy at -13.58 eV. The spin multiplicity is 1. As for the structure (SMILES): C=CC[C@H](C)[NH3+].

Cartesian coordinates (Å):
C1 0.7932 -1.7296 1.8994
C2 0.2582 -0.5714 1.5553
C3 -0.6316 -0.4261 0.3480
C4 0.1306 0.3002 -0.7516
C5 0.4003 1.7618 -0.3991
N1 -0.7617 0.3317 -1.9895
H1 1.5726 -1.8377 2.6406
H2 0.5401 -2.6479 1.3778
H3 0.4425 0.3196 2.1407
H4 -1.4706 0.2176 0.6387
H5 -1.0713 -1.3841 0.0741
H6 1.0370 -0.2292 -1.0323
H7 -0.5310 2.2140 -0.0453
H8 0.7014 2.3296 -1.2807
H9 1.1243 1.8614 0.4010
H10 -1.0278 -0.6111 -2.2830
H11 -1.6185 0.8421 -1.7642
H12 -0.3262 0.7734 -2.8022

***

Quick look at relative energies in hartree: #one 0.0444; #two 0.0000.

***

#one
The following is a DFT calculation (ωB97M-V/def2-TZVPD) of a gas-phase ion, C5H12N (charge +1).

For the orbital gap, the calculation gives 0.33313 Eh. As for the charge: +1. The calculation puts the HOMO energy at -12.66 eV. The spin multiplicity is 1. As for the structure (SMILES): C=CCCC[NH3+].

Cartesian coordinates (Å):
C1 1.1974 1.2464 1.0594
C2 0.9031 1.3718 -0.2638
C3 0.4301 0.4388 -1.3686
C4 -0.9752 -0.1347 -1.0714
C5 -1.2412 -0.5985 0.3651
N1 -0.0457 -1.4291 0.9183
H1 1.9802 0.6012 1.4524
H2 0.6608 1.9583 1.6780
H3 0.9061 2.4205 -0.5820
H4 0.4683 0.9563 -2.3202
H5 1.1455 -0.3926 -1.4105
H6 -1.0178 -1.0708 -1.6255
H7 -1.7627 0.5896 -1.2505
H8 -1.9883 -1.3852 0.3492
H9 -1.2966 0.2504 1.0353
H10 -0.0817 -1.4096 1.9352
H11 -0.1106 -2.3728 0.5380
H12 0.8283 -1.0400 0.5619

***

#two
The following is a DFT calculation (ωB97M-V/def2-TZVPD) of a gas-phase ion, C5H12N (charge +1).

For the orbital gap, the calculation gives 0.24725 Eh. As for the charge: +1. The calculation puts the HOMO energy at -12.45 eV. The spin multiplicity is 1. As for the structure (SMILES): CCC/C=C/[NH3+].

Cartesian coordinates (Å):
C1 -0.2096 1.7342 -1.2163
C2 0.8443 1.6221 -0.1621
C3 0.3859 0.9006 1.1099
C4 0.2020 -0.6236 1.0600
C5 -0.7338 -1.3700 0.4148
N1 -0.4042 -2.1806 -0.7704
H1 -0.8548 0.7592 -1.4061
H2 0.1476 2.0282 -2.2014
H3 -0.8701 2.4777 -0.7327
H4 1.1597 2.6438 0.3150
H5 1.7089 1.1197 -0.6645
H6 -0.4935 1.3789 1.5119
H7 1.1663 0.9655 1.8381
H8 0.6673 -1.1129 1.9919
H9 -1.7563 -1.4579 0.7345
H10 -0.8737 -1.7052 -1.6293
H11 -0.7136 -3.1486 -0.6067
H12 0.6091 -2.2643 -0.9948

***

#three
The following is a DFT calculation (ωB97M-V/def2-TZVPD) of a gas-phase ion, C5H12N (charge +1).

For the orbital gap, the calculation gives 0.27678 Eh. As for the charge: +1. The calculation puts the HOMO energy at -11.65 eV. The spin multiplicity is 1. As for the structure (SMILES): C=C(C)CC[NH3+].

Cartesian coordinates (Å):
C1 0.3521 -1.2413 -1.0138
C2 -0.6687 -0.5536 -0.3451
C3 -2.0951 -0.6622 -0.8818
C4 -0.5238 0.4209 0.8174
C5 0.7983 1.2287 0.8897
N1 2.0442 0.5535 0.4609
H1 0.3451 -1.0301 -2.1134
H2 0.6516 -2.2666 -0.9015
H3 -2.3781 -0.0644 -1.7605
H4 -2.3947 -1.6639 -1.2202
H5 -2.7874 -0.4512 -0.0633
H6 -1.3709 1.1044 0.9181
H7 -0.5432 -0.2514 1.7089
H8 0.6610 2.1648 0.3054
H9 0.9208 1.6426 1.9133
H10 2.0396 -0.3754 0.8965
H11 2.0780 0.5289 -0.5528
H12 2.8712 0.9163 0.9424

***

Quick look at relative energies in hartree: #one 0.0000; #two 0.1014; #three 0.0423.

***

#one
The following is a DFT calculation (ωB97M-V/def2-TZVPD) of a gas-phase ion, C5H12N (charge +1).

For the orbital gap, the calculation gives 0.42487 Eh. As for the charge: +1. The calculation puts the HOMO energy at -14.88 eV. The spin multiplicity is 1. As for the structure (SMILES): C=C(C)[NH2+]CC.

Cartesian coordinates (Å):
C1 1.6110 -1.3022 0.1049
C2 1.0616 -0.1060 0.1740
C3 1.4769 1.1013 -0.5889
N1 -0.1018 0.0918 1.0700
C4 -1.3918 0.4739 0.4048
C5 -1.8088 -0.5280 -0.6588
H1 1.2641 -2.1497 0.6731
H2 2.4525 -1.4873 -0.5372
H3 0.7131 1.4040 -1.3027
H4 2.3816 0.8861 -1.1480
H5 1.6788 1.9435 0.0714
H6 -0.2480 -0.7965 1.5684
H7 0.1356 0.8124 1.7617
H8 -2.1506 0.5218 1.1876
H9 -1.2757 1.4704 -0.0237
H10 -2.8243 -0.2941 -0.9759
H11 -1.8153 -1.5386 -0.2518
H12 -1.1589 -0.5029 -1.5290

***

#two
The following is a DFT calculation (ωB97M-V/def2-TZVPD) of a gas-phase ion, C5H12N (charge +1).

For the orbital gap, the calculation gives 0.37103 Eh. As for the charge: +1. The calculation puts the HOMO energy at -13.45 eV. The spin multiplicity is 1. As for the structure (SMILES): C=CCCC[NH3+].

Cartesian coordinates (Å):
C1 0.0505 1.6599 1.3328
C2 -0.9331 1.0389 0.6526
C3 -1.2202 -0.4526 0.6540
C4 -0.0348 -1.3190 0.2288
C5 0.3231 -0.9948 -1.2203
N1 1.3843 0.1462 -1.2740
H1 0.3897 1.2198 2.2541
H2 0.3193 2.6594 1.0137
H3 -1.6720 1.7133 0.2321
H4 -2.0148 -0.5637 -0.0996
H5 -1.5780 -0.6585 1.6747
H6 0.8591 -1.1119 0.8264
H7 -0.3782 -2.3472 0.2773
H8 0.7442 -1.8190 -1.7722
H9 -0.4465 -0.6619 -1.9032
H10 1.0649 0.7564 -0.4995
H11 1.4581 0.6969 -2.1226
H12 2.2554 -0.2719 -0.9531

***

Quick look at relative energies in hartree: #one 0.0000; #two 0.0350.

***

#one
The following is a DFT calculation (ωB97M-V/def2-TZVPD) of 2 unconnected molecules or ions with the total composition CH6N4.

For the orbital gap, the calculation gives 0.26346 Eh. The calculation puts the HOMO energy at -6.36 eV. The spin multiplicity is 1.

Cartesian coordinates (Å):
C1 0.4699 -0.3483 -0.5605
N1 -1.4281 0.3168 0.4123
N2 1.1437 -1.0801 0.3779
N3 0.9380 0.9518 -0.8828
N4 0.4750 2.0250 -0.7042
H1 0.0648 -0.9042 -1.3989
H2 1.5545 -1.9672 0.1280
H3 -2.2995 0.1626 -0.0730
H4 -1.5065 0.0969 1.3971
H5 1.6507 -0.5442 1.0685
H6 -1.0625 1.2908 0.2357

***

#two
The following is a DFT calculation (ωB97M-V/def2-TZVPD) of a single CH6N4 molecule.

For the orbital gap, the calculation gives 0.33454 Eh. The calculation puts the HOMO energy at -8.15 eV. The spin multiplicity is 1. As for the structure (SMILES): N/N=C/NN.

Cartesian coordinates (Å):
N1 -1.6459 0.0232 1.6059
N2 -0.8977 0.1366 0.3966
C1 0.3330 -0.2794 0.4882
N3 1.2421 -0.0476 -0.5413
N4 0.8288 0.1614 -1.8451
H1 -1.2351 0.8395 2.2480
H2 -2.6015 0.4076 1.3000
H3 0.9719 -0.6066 1.3737
H4 2.0397 -0.7585 -0.5436
H5 1.6620 0.5799 -2.3548
H6 0.4739 -0.7016 -2.2658

***

#three
The following is a DFT calculation (ωB97M-V/def2-TZVPD) of a single CH6N4 molecule.

For the orbital gap, the calculation gives 0.33316 Eh. The calculation puts the HOMO energy at -8.00 eV. The spin multiplicity is 1. As for the structure (SMILES): N/N=C/NN.

Cartesian coordinates (Å):
N1 -2.2707 -0.2834 0.0716
N2 -0.8891 -0.5066 0.0235
C1 -0.1615 0.5468 -0.0304
N3 1.2132 0.5212 -0.0899
N4 1.7723 -0.7726 -0.1137
H1 -2.5116 0.6563 -0.3034
H2 -2.7140 -1.0111 -0.4974
H3 -0.5590 1.5688 -0.0638
H4 1.6480 1.1922 0.5544
H5 2.7472 -0.6770 -0.3613
H6 1.7253 -1.2347 0.8104

***

Quick look at relative energies in hartree: #one 0.0417; #two 0.0242; #three 0.0000.